No. 1
85
Properties=species:S:1:pos:R:3:forces:R:3:lowdin_charge:R:1 method="wB97M-V/def2-TZVPD" lumo_energy_ev=-4.32 total_charge=+1 relative_energy_ev=0.000 energy_ha=-1774.97971 homo_ev=-10.035 largest_force_ha_per_bohr=0.0299 gap_ev=5.72
C -5.065 0.965 -1.959 -0.1169 0.4405 -0.2309 -0.11
C -3.729 1.424 -1.375 0.1240 -0.3060 0.2796 -0.57
C -2.793 2.048 -2.412 -0.2274 0.2528 -0.1485 -0.13
P -2.838 0.108 -0.414 -0.1136 -0.1364 -0.2071 1.08
C -4.091 -0.231 0.945 0.0985 -0.2031 -0.5455 -0.55
C -4.752 1.049 1.460 0.0382 -0.0050 0.1218 -0.11
C -3.385 -0.971 2.084 -0.1531 -0.0299 0.2290 -0.13
C -3.051 -1.435 -1.482 -0.3310 0.4166 0.3848 -0.55
C -2.291 -2.592 -0.820 0.0141 -0.0923 -0.1366 -0.13
C -2.573 -1.227 -2.923 0.1097 -0.2317 -0.0179 -0.12
H -5.568 1.844 -2.382 -0.0878 -0.2375 -0.0407 0.09
H -4.934 0.233 -2.765 -0.0703 0.1766 0.2000 0.07
H -5.735 0.533 -1.205 0.1902 0.0544 -0.1480 0.07
H -3.927 2.202 -0.619 0.0709 -0.1957 -0.2017 0.08
H -3.244 2.984 -2.767 0.1688 -0.1300 -0.1027 0.08
H -1.818 2.291 -1.969 -0.1633 -0.0860 -0.1184 0.04
H -2.634 1.394 -3.278 0.0124 0.2360 0.2196 0.06
H -4.852 -0.885 0.483 0.1039 0.1639 0.3588 0.10
H -5.295 0.826 2.387 0.0614 0.0821 -0.1318 0.08
H -3.991 1.808 1.693 -0.2602 -0.1263 -0.0451 0.05
H -5.469 1.475 0.749 0.1986 -0.0743 0.1650 0.07
H -4.052 -1.015 2.953 0.1458 -0.0887 -0.0486 0.08
H -3.114 -1.996 1.815 0.0201 0.2493 0.0851 0.05
H -2.471 -0.438 2.383 -0.1765 -0.1201 -0.0419 0.05
H -4.134 -1.654 -1.476 0.3575 -0.0797 -0.1635 0.10
H -2.192 -3.419 -1.534 -0.0159 0.0538 0.1678 0.08
H -1.278 -2.277 -0.526 -0.1940 -0.0942 -0.0513 0.07
H -2.807 -2.976 0.067 0.1422 0.0960 -0.2052 0.06
H -2.557 -2.200 -3.432 0.0349 0.1729 0.0381 0.08
H -3.219 -0.568 -3.512 0.1886 -0.1439 0.2120 0.05
H -1.549 -0.828 -2.945 -0.1815 -0.0587 -0.0292 0.07
C 4.731 -5.222 3.065 0.2119 -0.2619 -0.2034 -0.04
N 3.965 -4.170 3.703 -0.2333 0.5176 -0.2744 -0.17
C 3.712 -4.394 5.112 -0.0549 -0.0395 0.4187 -0.04
C 3.482 -3.094 3.026 0.2361 -0.5604 0.2240 -0.19
C 2.725 -2.090 3.690 -0.3544 0.6361 -0.2414 0.00
C 2.165 -1.041 2.983 0.3090 -0.6426 0.1952 0.00
C 2.356 -0.906 1.584 -0.2638 0.5303 -0.4142 -0.17
C 1.690 0.127 0.808 0.4246 -0.2676 -0.1964 -0.06
C 0.584 0.838 1.345 -0.6016 0.7171 -0.1996 -0.02
C -0.055 1.901 0.723 1.2080 -0.6485 0.7008 0.00
C -1.048 2.746 1.338 -1.0342 0.3535 0.3503 -0.23
C -1.533 3.870 0.621 0.3686 -0.4842 0.2487 -0.03
C -2.454 4.736 1.190 -0.1470 0.0680 0.1849 -0.06
C -2.927 4.508 2.491 0.2428 -0.2227 -0.2286 -0.05
C -2.491 3.380 3.199 0.2235 -0.0865 -0.0032 -0.08
C -1.570 2.498 2.633 0.1244 0.4340 -0.3164 -0.03
C 2.179 0.436 -0.544 0.1008 -0.1279 0.0001 -0.20
C 1.304 0.519 -1.651 0.2644 -0.0186 -0.0961 -0.03
C 1.788 0.773 -2.927 0.0833 -0.0273 0.3420 0.00
C 3.169 1.033 -3.127 0.0744 -0.0431 -0.2226 -0.22
N 3.655 1.319 -4.373 -0.0468 0.0057 0.1427 -0.20
C 4.919 2.004 -4.555 0.2766 -0.0866 0.1183 -0.06
C 3.027 0.821 -5.580 -0.2982 0.0891 -0.1750 -0.06
C 4.049 0.982 -2.017 -0.3080 -0.0440 0.1854 0.00
C 3.561 0.653 -0.765 -0.1746 0.0074 -0.1217 -0.02
C 3.170 -1.880 0.943 0.1847 -0.3542 0.3027 0.00
C 3.710 -2.950 1.630 -0.2213 0.5124 -0.2785 0.01
H 5.359 -4.831 2.258 -0.0328 -0.1481 0.3334 0.08
H 5.369 -5.677 3.833 -0.0606 0.1195 -0.3610 0.10
H 4.082 -6.012 2.648 0.1272 0.2625 0.1194 0.11
H 2.784 -3.910 5.433 0.2211 -0.3213 -0.0504 0.08
H 3.627 -5.477 5.273 -0.0977 0.3568 0.0472 0.10
H 4.538 -4.020 5.741 -0.2299 -0.0711 -0.2160 0.11
H 2.568 -2.138 4.765 0.0737 0.0933 -0.3345 0.10
H 1.585 -0.302 3.529 0.1664 -0.1393 -0.0618 0.11
H 0.248 0.552 2.343 0.0196 0.0375 -0.4378 0.09
H 0.307 2.239 -0.248 -0.1061 -0.1620 0.1692 0.12
H -1.142 4.050 -0.384 -0.1740 0.0070 0.2882 0.12
H -2.802 5.602 0.623 0.1036 -0.2677 0.2190 0.11
H -3.626 5.208 2.952 0.1873 -0.2518 -0.1670 0.11
H -2.862 3.188 4.209 0.0929 0.0929 -0.3687 0.12
H -1.225 1.628 3.195 -0.2270 0.3244 -0.1130 0.11
H 0.237 0.350 -1.494 0.2561 -0.0301 -0.0920 0.09
H 1.104 0.813 -3.775 0.1714 -0.0072 0.2956 0.11
H 5.080 2.727 -3.745 -0.0577 -0.1138 -0.3038 0.09
H 5.773 1.306 -4.566 -0.1459 0.1732 -0.0549 0.10
H 4.893 2.536 -5.515 0.0369 -0.0906 0.3250 0.10
H 2.388 -0.039 -5.348 0.2350 0.1742 -0.1385 0.09
H 2.412 1.591 -6.074 0.1213 -0.1874 0.0745 0.10
H 3.811 0.509 -6.287 -0.2802 0.0052 0.2276 0.10
H 5.116 1.151 -2.160 -0.3381 -0.0408 0.0881 0.11
H 4.258 0.578 0.070 -0.2128 0.0458 -0.1580 0.13
H 3.357 -1.814 -0.127 -0.1595 -0.0005 0.2304 0.12
H 4.302 -3.682 1.083 -0.2742 0.2284 0.1502 0.10

***

No. 2
102
Properties=species:S:1:pos:R:3:forces:R:3:lowdin_charge:R:1 method="wB97M-V/def2-TZVPD" lumo_energy_ev=-5.71 total_charge=+2 relative_energy_ev=0.000 energy_ha=-4575.35012 homo_ev=-11.846 largest_force_ha_per_bohr=0.0073 gap_ev=6.14
Y 0.487 0.714 -0.370 -0.0713 0.0600 0.1654 1.60
C 6.001 2.306 -1.598 -0.0268 0.0044 0.0325 -0.02
C 4.967 2.289 -0.507 0.0629 0.0141 -0.0420 -0.23
C 5.174 2.898 0.730 0.0156 0.0171 0.0424 0.02
C 4.183 2.870 1.695 0.0705 0.0290 -0.0359 -0.07
C 3.009 2.209 1.389 -0.0143 -0.0167 0.0689 -0.72
Br 1.589 2.204 2.635 0.0101 -0.0749 -0.0051 0.94
N 2.785 1.582 0.243 0.1586 0.0792 -0.1117 -0.06
C 3.755 1.646 -0.687 -0.0371 -0.0603 -0.0055 -0.11
H 7.004 2.382 -1.183 -0.0026 -0.0058 0.0061 0.09
H 5.854 3.158 -2.263 -0.0015 0.0049 0.0099 0.10
H 5.950 1.400 -2.202 -0.0069 0.0019 0.0064 0.08
H 6.115 3.393 0.939 -0.0167 -0.0024 -0.0004 0.14
H 4.311 3.339 2.659 0.0058 0.0013 -0.0104 0.12
H 3.558 1.143 -1.627 -0.0277 -0.0017 0.0251 0.12
C -1.017 0.894 -4.556 -0.0070 -0.0050 -0.0338 -0.13
C 0.111 -0.103 -4.852 0.0134 0.0031 0.0061 -0.12
C 0.915 -0.172 -3.550 -0.0652 0.0737 -0.0504 -0.13
O 0.323 0.826 -2.651 0.1926 -0.0474 -0.3182 -0.32
C -0.434 1.761 -3.465 0.0190 -0.0096 0.0241 -0.17
H -1.904 0.378 -4.186 0.0012 -0.0003 0.0005 0.10
H -1.301 1.477 -5.430 -0.0082 -0.0128 0.0007 0.13
H 0.737 0.251 -5.669 0.0035 0.0058 0.0021 0.12
H -0.276 -1.081 -5.129 0.0051 -0.0013 -0.0059 0.12
H 1.962 0.097 -3.697 0.0091 -0.0075 -0.0125 0.13
H 0.853 -1.127 -3.040 -0.0042 -0.0119 0.0198 0.10
H 0.250 2.521 -3.848 -0.0016 0.0106 -0.0121 0.14
H -1.175 2.232 -2.823 -0.0032 0.0005 0.0114 0.12
C -1.898 1.571 7.511 0.0131 -0.0123 -0.0221 -0.02
C -1.928 1.619 6.015 -0.0074 0.0138 0.0319 -0.21
C -1.262 0.657 5.255 0.0035 -0.0013 0.0288 0.01
C -1.250 0.688 3.876 0.0042 -0.0129 -0.0102 -0.21
C -0.639 -0.489 3.167 -0.0024 0.0473 0.0978 -0.04
C -1.923 1.754 3.217 -0.0043 0.0131 -0.0331 -0.12
C -1.906 1.980 1.806 0.0185 0.0771 -0.0542 -0.14
O -1.128 1.521 0.948 -0.1229 -0.1580 0.1900 -0.20
C -2.650 2.716 3.980 -0.0139 0.0306 -0.0748 -0.18
C -3.432 3.848 3.354 0.0247 -0.0332 0.0234 -0.03
C -2.625 2.630 5.355 -0.0010 0.0024 0.0569 0.02
H -1.710 0.563 7.875 -0.0014 0.0057 -0.0015 0.09
H -2.831 1.936 7.938 0.0012 -0.0043 -0.0070 0.09
H -1.096 2.214 7.883 -0.0032 -0.0052 -0.0089 0.10
H -0.759 -0.158 5.764 -0.0067 0.0119 -0.0010 0.13
H 0.111 -0.964 3.797 -0.0062 -0.0004 0.0019 0.10
H -0.181 -0.237 2.221 0.0320 -0.0644 -0.0706 0.01
H -1.413 -1.231 2.965 -0.0099 -0.0009 -0.0137 0.09
H -2.652 2.688 1.435 -0.0117 0.0185 -0.0016 0.13
H -2.793 4.525 2.785 0.0005 -0.0047 0.0025 0.09
H -3.913 4.435 4.132 0.0038 -0.0064 0.0058 0.09
H -4.219 3.484 2.691 0.0064 -0.0044 0.0023 0.09
H -3.166 3.365 5.939 0.0075 -0.0136 -0.0009 0.13
N 1.739 4.868 -0.573 0.0275 0.0401 0.0233 0.22
C 0.588 4.188 -0.689 -0.0542 -0.1057 -0.0491 -0.60
N -0.569 4.846 -0.493 0.0295 0.0350 0.0132 0.21
O 0.595 2.967 -0.958 -0.1302 0.1318 0.0644 -0.12
H 1.771 5.862 -0.430 0.0026 0.0005 0.0037 0.13
H 2.596 4.385 -0.778 0.0006 -0.0018 -0.0009 0.11
H -0.606 5.848 -0.406 -0.0038 -0.0010 -0.0004 0.12
H -1.422 4.361 -0.707 -0.0024 -0.0088 0.0003 0.12
C 2.317 -5.767 -0.094 0.0091 0.0411 -0.0054 -0.03
C 2.343 -4.282 -0.342 0.0135 -0.0483 0.0010 -0.24
C 3.547 -3.621 -0.571 -0.0181 -0.0205 0.0188 -0.01
C 3.558 -2.260 -0.821 -0.0045 0.0505 0.0904 -0.26
C 4.854 -1.545 -1.104 -0.0201 -0.0139 0.0016 -0.04
C 2.346 -1.570 -0.833 0.0689 -0.1406 0.0330 -0.07
C 1.101 -2.191 -0.591 -0.0255 0.0077 0.0225 -0.29
C 1.151 -3.570 -0.347 -0.0485 -0.0442 0.0425 0.01
N -0.050 -1.391 -0.597 0.1073 0.0820 0.0886 -0.11
C -1.390 -1.945 -0.874 0.0561 -0.0290 -0.0513 -0.44
C -1.994 -2.781 0.272 -0.0426 0.0080 0.0137 -0.07
C -3.419 -3.235 -0.077 0.0267 0.0468 -0.0490 -0.27
C -3.384 -4.064 -1.365 -0.0019 -0.0016 0.0031 -0.10
C -2.842 -3.210 -2.514 0.0080 0.0465 0.0434 -0.27
C -3.735 -1.981 -2.709 0.0031 -0.0119 0.0079 -0.11
C -3.754 -1.159 -1.418 0.0093 -0.0481 0.0125 -0.27
C -4.319 -2.013 -0.280 -0.0002 -0.0091 -0.0045 -0.11
C -2.329 -0.738 -1.046 0.0398 0.0068 -0.0366 -0.11
C -1.419 -2.748 -2.184 -0.0143 -0.0107 -0.0427 -0.07
H 3.320 -6.188 -0.094 -0.0040 0.0077 0.0012 0.08
H 1.735 -6.278 -0.863 0.0024 0.0110 0.0012 0.09
H 1.854 -5.991 0.868 0.0036 0.0038 -0.0057 0.09
H 4.476 -4.178 -0.575 -0.0136 0.0056 0.0020 0.12
H 5.679 -2.251 -1.177 -0.0080 0.0001 0.0011 0.09
H 5.097 -0.835 -0.309 -0.0028 -0.0098 -0.0063 0.08
H 4.808 -0.998 -2.049 -0.0051 0.0036 0.0008 0.08
H 2.436 -0.529 -1.143 -0.1695 0.0415 -0.1666 0.04
H 0.242 -4.120 -0.166 0.0165 0.0029 -0.0103 0.10
H -2.008 -2.162 1.175 -0.0059 -0.0032 -0.0012 0.10
H -1.391 -3.656 0.502 -0.0080 0.0083 0.0015 0.11
H -3.805 -3.843 0.743 -0.0100 -0.0091 0.0060 0.14
H -4.388 -4.422 -1.606 0.0033 -0.0004 0.0049 0.13
H -2.753 -4.948 -1.225 -0.0043 0.0027 -0.0038 0.13
H -2.822 -3.798 -3.434 -0.0029 -0.0121 -0.0048 0.15
H -4.751 -2.286 -2.968 0.0027 0.0036 -0.0004 0.13
H -3.361 -1.375 -3.543 -0.0019 -0.0043 0.0042 0.11
H -4.369 -0.265 -1.555 -0.0117 -0.0003 0.0040 0.14
H -5.337 -2.329 -0.520 0.0068 -0.0020 0.0083 0.13
H -4.372 -1.427 0.644 -0.0002 -0.0010 -0.0074 0.12
H -2.366 -0.193 -0.098 -0.0013 0.0492 -0.0035 0.10
H -1.925 -0.069 -1.822 -0.0109 -0.0267 -0.0212 0.10
H -1.048 -2.108 -2.994 -0.0095 -0.0195 0.0210 0.11
H -0.750 -3.608 -2.126 0.0013 0.0002 0.0115 0.12